Record 1
{
  "formula": "C41H38BrN6O2S2Se2Y",
  "method": "ωB97M-V/def2-TZVPD",
  "e_tot_ev": -279622.25397,
  "relative_energy_ev": 0.2607,
  "total_charge": -2,
  "homo_lumo_gap_ev": 4.112,
  "species": ["Y", "C", "C", "N", "N", "C", "S", "S", "C", "C", "C", "C", "C", "C", "C", "C", "C", "C", "C", "C", "C", "O", "H", "H", "H", "H", "H", "H", "H", "H", "H", "H", "H", "H", "H", "H", "C", "Se", "C", "C", "Se", "C", "H", "H", "H", "H", "H", "H", "H", "H", "H", "H", "Br", "C", "C", "C", "C", "C", "C", "N", "N", "C", "C", "C", "C", "O", "C", "N", "C", "C", "C", "C", "H", "H", "H", "H", "H", "H", "H", "H", "H", "N", "C", "C", "C", "C", "C", "C", "H", "H", "H", "H", "H"],
  "xyz": [[-0.1301, -0.0918, -0.2016], [0.8679, -2.6410, 2.3512], [-0.1903, -2.8919, 1.3310], [0.0711, -2.8473, 0.0692], [-0.8908, -3.5012, -0.7101], [-1.2824, -2.9662, -1.8015], [-0.9824, -1.4230, -2.5103], [-2.3807, -4.0954, -2.7191], [-3.8427, -3.9947, -1.6358], [-4.8234, -2.9290, -2.0358], [-5.8047, -3.1977, -2.9875], [-6.7140, -2.2222, -3.3697], [-6.6499, -0.9571, -2.8007], [-5.6686, -0.6765, -1.8592], [-4.7580, -1.6539, -1.4789], [-1.5730, -3.0969, 1.8209], [-1.9785, -4.1372, 2.6355], [-3.2911, -4.2203, 3.0941], [-4.1829, -3.2137, 2.7432], [-3.7873, -2.1435, 1.9556], [-2.4686, -2.0451, 1.4654], [-2.0766, -1.0482, 0.7304], [1.8591, -2.6173, 1.9073], [0.7006, -1.6927, 2.8654], [0.8028, -3.4441, 3.0946], [-4.3206, -4.9755, -1.6692], [-3.4772, -3.8444, -0.6188], [-5.8496, -4.1849, -3.4368], [-7.4707, -2.4480, -4.1128], [-7.3565, -0.1897, -3.0965], [-5.5915, 0.3091, -1.4186], [-3.9719, -1.4217, -0.7661], [-1.2614, -4.9091, 2.8981], [-3.6087, -5.0518, 3.7118], [-5.2100, -3.2602, 3.0917], [-4.4901, -1.3605, 1.6894], [-2.9930, 3.3626, -0.8074], [-3.0823, 1.5361, -0.1520], [-3.2554, 1.9510, 1.7494], [-2.0883, 2.7242, 2.3422], [-0.4514, 1.6087, 2.2234], [0.7513, 3.0803, 1.8518], [-3.8724, 3.9348, -0.5133], [-2.9464, 3.3024, -1.8934], [-2.0798, 3.8416, -0.4595], [-3.3499, 0.9679, 2.2149], [-4.2018, 2.4771, 1.8870], [-2.3038, 2.9721, 3.3853], [-1.9285, 3.6616, 1.8052], [0.7385, 3.7909, 2.6769], [0.4548, 3.5603, 0.9218], [1.7367, 2.6340, 1.7442], [9.7596, 6.7827, -6.7827], [8.1800, 6.2365, -5.8694], [7.2246, 7.1807, -5.5385], [6.0789, 6.7727, -4.8740], [5.8781, 5.4325, -4.5413], [6.8620, 4.4977, -4.8813], [8.0093, 4.9002, -5.5447], [4.6769, 5.1343, -3.8633], [4.5018, 3.9029, -3.6643], [3.3620, 3.5143, -3.0119], [2.3914, 4.4003, -2.5251], [1.2617, 3.9737, -1.8683], [1.0175, 2.5959, -1.6456], [-0.0030, 2.1552, -1.0497], [2.0244, 1.6646, -2.1331], [1.7649, 0.3652, -1.8825], [2.6055, -0.5451, -2.3046], [3.7835, -0.2096, -2.9929], [4.0689, 1.1044, -3.2412], [3.1715, 2.1034, -2.8091], [7.3745, 8.2202, -5.7957], [5.3122, 7.4853, -4.5982], [6.7173, 3.4608, -4.6165], [8.7714, 4.1786, -5.8061], [2.5569, 5.4587, -2.6777], [0.5270, 4.6799, -1.5003], [2.3479, -1.5772, -2.0966], [4.4538, -0.9971, -3.3109], [4.9715, 1.3931, -3.7623], [1.5079, 0.1026, 1.1761], [2.7093, -0.1352, 1.6783], [3.1917, 0.4639, 2.8993], [4.4487, 0.2139, 3.4159], [5.3476, -0.6481, 2.7827], [4.9200, -1.2636, 1.6037], [3.6662, -1.0291, 1.0728], [2.5167, 1.1285, 3.4312], [4.7380, 0.7028, 4.3438], [6.3321, -0.8387, 3.1949], [5.5848, -1.9529, 1.0871], [3.3594, -1.5477, 0.1707]],
  "atomic_forces_ev_per_a": [[0.510, 0.319, 0.735], [-0.001, 0.013, 0.006], [0.084, -0.027, -0.122], [-0.062, -0.312, 0.112], [0.090, 0.210, 0.022], [-0.244, -0.104, -0.107], [0.166, -0.114, -0.108], [0.027, 0.117, -0.023], [-0.068, -0.048, 0.104], [0.010, 0.011, -0.007], [-0.035, -0.002, 0.036], [0.013, -0.014, 0.001], [0.001, 0.011, 0.010], [0.023, -0.037, -0.002], [0.049, -0.010, -0.052], [-0.034, 0.122, -0.026], [-0.008, -0.014, -0.008], [0.023, -0.014, -0.003], [-0.010, 0.020, -0.011], [-0.018, -0.009, 0.024], [0.052, -0.116, 0.011], [0.026, 0.176, 0.061], [-0.007, 0.014, -0.002], [-0.011, -0.018, 0.009], [0.022, -0.006, -0.017], [0.015, -0.005, -0.052], [0.017, 0.001, -0.020], [-0.001, 0.011, 0.011], [0.005, -0.003, 0.003], [0.007, -0.011, 0.003], [0.000, 0.016, -0.002], [-0.030, 0.016, -0.028], [-0.018, 0.012, -0.001], [0.009, 0.013, -0.011], [0.009, 0.000, -0.002], [0.014, -0.017, 0.004], [0.031, 0.076, 0.033], [-0.102, 0.038, -0.120], [0.014, -0.032, -0.009], [-0.027, 0.097, -0.038], [-0.128, 0.006, 0.258], [0.020, 0.044, 0.009], [-0.005, 0.004, 0.018], [-0.012, -0.035, 0.000], [-0.010, -0.028, -0.002], [0.022, -0.030, -0.006], [-0.023, 0.026, -0.004], [0.003, -0.013, -0.010], [0.023, -0.019, -0.001], [-0.002, -0.002, 0.028], [-0.006, -0.009, 0.008], [-0.020, -0.018, -0.030], [0.011, 0.007, -0.006], [-0.009, 0.008, 0.003], [-0.028, 0.006, 0.011], [0.043, -0.067, -0.015], [0.000, -0.031, 0.037], [0.037, 0.104, -0.039], [-0.041, -0.052, 0.029], [-0.004, 0.249, -0.042], [-0.095, -0.240, 0.029], [0.125, -0.017, -0.039], [-0.049, -0.014, 0.028], [0.001, 0.089, -0.054], [0.034, -0.079, 0.031], [-0.097, -0.060, -0.022], [0.094, -0.011, -0.014], [-0.121, -0.122, -0.018], [0.073, -0.007, -0.008], [-0.019, -0.022, 0.011], [0.026, 0.020, -0.007], [-0.041, 0.050, 0.042], [-0.003, 0.013, -0.002], [0.006, 0.004, -0.004], [-0.022, -0.008, 0.011], [0.007, -0.007, -0.003], [0.020, 0.002, -0.013], [0.012, 0.008, -0.010], [-0.012, -0.009, 0.003], [0.011, 0.002, -0.004], [-0.011, 0.016, 0.003], [-0.316, -0.358, -0.601], [0.126, 0.213, 0.054], [-0.030, -0.046, -0.064], [-0.007, -0.016, -0.037], [-0.031, 0.020, 0.003], [-0.026, 0.025, -0.002], [-0.015, 0.031, 0.064], [-0.017, -0.015, -0.012], [0.011, -0.012, -0.010], [-0.023, 0.002, -0.012], [-0.004, 0.012, 0.015], [-0.020, 0.004, -0.018]]
}



Record 2
{
  "formula": "C41H38ClInNO2P2",
  "method": "ωB97M-V/def2-TZVPD",
  "e_tot_ev": -84988.50633,
  "relative_energy_ev": 1.5876,
  "total_charge": 1,
  "homo_lumo_gap_ev": 8.394,
  "species": ["In", "N", "P", "C", "C", "C", "C", "C", "C", "C", "C", "C", "C", "C", "C", "P", "C", "C", "C", "C", "C", "C", "C", "C", "C", "C", "C", "C", "H", "H", "H", "H", "H", "H", "H", "H", "H", "H", "H", "H", "H", "H", "H", "H", "H", "H", "H", "H", "H", "Cl", "C", "C", "C", "C", "C", "C", "C", "H", "H", "H", "H", "H", "H", "C", "C", "C", "C", "C", "C", "C", "C", "C", "C", "O", "O", "H", "H", "H", "H", "H", "H", "H", "H", "H", "H", "H"],
  "xyz": [[-0.0935, -16.2256, -10.1110], [-0.3462, -18.1995, -12.6787], [0.0052, -18.8417, -11.0936], [-1.3535, -19.9792, -10.6067], [-1.0637, -20.9539, -9.6063], [-2.0778, -21.8355, -9.2328], [-3.3692, -21.8428, -9.8174], [-3.7110, -20.8806, -10.7354], [-2.6638, -19.9165, -11.0599], [1.3171, -20.0248, -11.3667], [1.1840, -21.1420, -12.1472], [2.2988, -22.0174, -12.2876], [3.4584, -21.7832, -11.5432], [3.5645, -20.6166, -10.7636], [2.4957, -19.7384, -10.6940], [-0.5725, -16.5315, -12.7810], [-2.1479, -16.2549, -13.5218], [-2.1832, -15.7552, -14.7901], [-3.4652, -15.6722, -15.4280], [-4.5860, -16.1802, -14.7462], [-4.5187, -16.6971, -13.4865], [-3.3173, -16.7172, -12.8376], [0.5639, -15.5795, -13.8021], [0.8776, -14.2670, -13.4172], [1.6866, -13.3906, -14.1404], [2.3315, -13.9676, -15.2401], [2.0133, -15.2515, -15.6688], [1.0972, -16.0229, -14.9756], [-0.5927, -18.8983, -13.3868], [-0.0844, -20.9990, -9.1251], [-1.7553, -22.6057, -8.5327], [-4.1150, -22.6342, -9.5471], [-4.6151, -20.8850, -11.2361], [-2.8652, -19.2048, -11.8447], [0.3287, -21.4912, -12.7121], [2.1873, -22.8479, -13.0105], [4.3781, -22.3768, -11.6243], [4.4697, -20.4331, -10.1840], [2.7268, -18.8942, -10.0772], [-1.3400, -15.4117, -15.3122], [-3.5121, -15.1330, -16.3967], [-5.5550, -16.1217, -15.2433], [-5.3376, -17.2445, -13.1318], [-3.2955, -17.1833, -11.8337], [0.4655, -13.9580, -12.4655], [1.8543, -12.3585, -13.8844], [2.9393, -13.3037, -15.8335], [2.4038, -15.6076, -16.5968], [0.8618, -17.0061, -15.3710], [-2.0120, -13.5139, -10.3794], [-3.1903, -14.7579, -9.9357], [-4.4862, -14.6241, -10.4581], [-5.3664, -15.6804, -10.1923], [-5.0006, -16.7660, -9.3749], [-3.7537, -16.8099, -8.8358], [-2.7982, -15.8098, -9.1369], [-1.4843, -15.8835, -8.5204], [-4.7027, -13.7212, -11.0628], [-6.3806, -15.6401, -10.6201], [-5.7268, -17.5861, -9.1908], [-3.4526, -17.5254, -8.0739], [-1.5708, -16.7263, -7.7778], [-1.1693, -15.0113, -7.8958], [7.1771, -12.9438, -12.3316], [5.8534, -13.4477, -11.8478], [4.8515, -12.6228, -11.3628], [3.6066, -13.1166, -10.9570], [2.5280, -12.1743, -10.4202], [3.3973, -14.5453, -11.0093], [4.4458, -15.3782, -11.4829], [4.3167, -16.9006, -11.5871], [5.6452, -14.8224, -11.8719], [2.1544, -15.1335, -10.4884], [1.1115, -14.4546, -10.2874], [2.0554, -16.3679, -10.2508], [7.0565, -12.2861, -13.1589], [7.7712, -13.8091, -12.6558], [7.7546, -12.4612, -11.5702], [5.1850, -11.5954, -11.2309], [2.9236, -11.0812, -10.3495], [2.1473, -12.5159, -9.4436], [1.6262, -12.2396, -11.0603], [4.4849, -17.2889, -10.6035], [5.1541, -17.2455, -12.2570], [3.4475, -17.3621, -12.0498], [6.3916, -15.4324, -12.3134]],
  "atomic_forces_ev_per_a": [[-0.329, -0.270, -0.078], [-0.027, -0.806, 0.450], [-0.980, 0.156, -0.602], [-0.470, -0.495, 0.813], [-0.950, 0.338, -0.413], [0.662, -0.194, -0.126], [-0.187, -0.793, 0.652], [4.114, 1.324, 0.798], [-1.035, -0.996, -0.776], [-0.277, 1.217, 0.679], [1.724, -2.082, -0.786], [-0.564, 0.359, 0.040], [0.569, 0.665, -0.313], [-0.272, -1.026, -0.311], [1.453, -0.893, 0.206], [0.332, 0.445, 1.710], [-0.750, -0.934, 1.300], [-3.435, 0.153, -1.009], [0.788, 0.315, 0.791], [0.091, 1.419, -2.514], [1.089, -0.424, -0.158], [1.079, -0.205, 0.177], [0.457, 0.627, 0.421], [-0.565, 0.384, 1.155], [0.065, -1.984, -0.424], [-0.767, 0.849, -0.120], [-0.122, 0.574, 0.129], [0.793, -1.077, -1.012], [0.120, 0.666, -0.010], [-0.262, -0.156, -0.239], [-0.535, 0.096, 0.001], [0.922, 0.793, -0.171], [-1.694, 0.223, -0.824], [-0.241, 0.162, -0.089], [-0.449, 0.671, 0.240], [0.311, 0.434, 0.747], [-0.721, -0.154, -0.081], [-0.217, 0.025, -0.257], [-0.852, 0.742, 0.089], [0.979, 0.359, -0.427], [-0.277, -0.759, 0.686], [0.228, -0.111, 0.051], [-1.222, -0.231, 0.927], [0.369, 0.543, -0.576], [-0.120, 0.372, -0.010], [-0.030, 0.028, 0.312], [0.397, -0.239, -0.204], [0.341, -0.244, -0.346], [-0.055, -0.017, 0.049], [-0.227, -0.430, 0.207], [-0.534, 0.741, -0.830], [0.429, -0.530, 0.235], [-0.571, 0.544, -0.396], [-1.365, -0.232, -0.734], [1.172, 0.625, 0.384], [-1.356, 0.134, 0.297], [0.946, -0.989, 2.017], [-0.160, -0.906, 0.427], [0.556, -0.044, 0.286], [0.535, 0.784, -0.045], [-0.216, -0.247, -0.367], [0.654, 0.614, -0.809], [-0.254, -0.380, -0.920], [0.081, -1.173, 0.083], [0.065, -0.810, 0.234], [0.076, 0.094, 0.296], [-0.185, -0.545, 0.312], [0.512, 1.085, -0.098], [0.978, 1.091, 0.044], [-1.333, -0.678, 0.004], [1.651, 0.308, -1.424], [-0.794, 0.854, -0.277], [0.665, 0.557, -0.297], [-0.358, 1.152, -0.226], [0.439, -1.443, 0.054], [-0.033, 0.668, -0.684], [-0.076, 0.335, -0.064], [0.187, 0.493, 0.554], [-0.805, 0.168, -0.054], [-0.744, -1.996, -0.173], [0.411, 0.333, -0.263], [0.567, 0.376, 0.165], [-0.074, -0.594, 0.510], [-0.524, 0.264, 0.823], [-0.392, 0.556, 0.320], [0.599, -0.629, -0.140]]
}